Computed, not measured: 6 unconnected molecules or ions with the total composition C24H51BO10P, with ωB97M-V with the def2-TZVPD basis set.

```
87
Properties=species:S:1:pos:R:3:mulliken_charge:R:1
C 0.57 -4.06 0.29 -1.075
C 1.38 -2.81 0.09 0.819
O 2.49 -2.70 0.58 -0.646
O 0.92 -1.84 -0.68 -0.347
C -0.49 -1.76 -1.10 -0.721
B -1.60 -1.46 0.06 0.386
C -2.49 -2.77 0.58 -0.200
P -3.26 -3.73 -0.68 0.780
O -2.42 -4.76 -1.34 -0.775
O -3.92 -2.73 -1.76 -0.536
O -4.62 -4.41 -0.08 -0.493
H 0.20 -4.07 1.32 0.188
H 1.25 -4.90 0.18 0.386
H -0.29 -4.18 -0.38 0.325
H -0.45 -0.94 -1.82 0.164
H -0.71 -2.66 -1.70 0.457
H -1.06 -0.95 1.04 -0.255
H -2.39 -0.64 -0.39 -0.257
H -3.29 -2.38 1.22 0.057
H -1.92 -3.50 1.17 0.129
H -3.76 -3.13 -2.62 0.313
H -4.34 -5.15 0.47 0.303
C -7.92 -1.48 1.30 -0.574
C -7.34 -0.07 1.39 -0.564
C -5.91 -0.35 1.84 -0.031
O -5.57 -1.62 1.29 -0.251
C -6.73 -2.26 0.76 -0.467
H -8.79 -1.55 0.65 0.339
H -8.20 -1.83 2.29 0.254
H -7.34 0.40 0.40 0.285
H -7.87 0.59 2.07 0.337
H -5.84 -0.41 2.93 -0.141
H -5.19 0.38 1.49 0.274
H -6.69 -2.23 -0.33 0.281
H -6.72 -3.31 1.06 0.260
C 4.19 1.57 -0.17 0.241
C 4.23 0.31 0.69 -0.272
C 4.10 0.88 2.09 -0.552
O 3.31 2.07 1.96 -0.450
C 3.16 2.40 0.58 -0.500
H 3.91 1.38 -1.21 0.082
H 5.16 2.07 -0.18 -0.128
H 3.39 -0.35 0.45 0.009
H 5.15 -0.28 0.57 0.407
H 5.08 1.16 2.50 0.246
H 3.60 0.20 2.78 0.347
H 2.14 2.16 0.26 0.268
H 3.32 3.48 0.46 0.308
C 8.70 3.05 -2.68 -0.623
C 7.98 4.03 -3.61 -0.526
C 6.58 3.44 -3.64 -0.289
O 6.38 2.83 -2.37 -0.258
C 7.61 2.74 -1.66 -0.462
H 9.60 3.46 -2.22 0.344
H 8.97 2.15 -3.23 0.277
H 7.97 5.03 -3.17 0.271
H 8.43 4.10 -4.61 0.334
H 6.47 2.67 -4.42 0.193
H 5.79 4.18 -3.80 0.185
H 7.62 3.48 -0.85 0.317
H 7.70 1.75 -1.23 0.274
C -5.61 -1.24 7.55 -0.581
C -4.21 -0.65 7.61 -0.542
C -3.71 -0.89 6.19 -0.489
O -4.86 -0.83 5.35 -0.314
C -6.04 -0.85 6.14 -0.406
H -6.29 -0.86 8.31 0.332
H -5.57 -2.33 7.64 0.277
H -4.26 0.42 7.81 0.268
H -3.57 -1.11 8.36 0.328
H -3.25 -1.88 6.10 0.279
H -2.99 -0.15 5.85 0.269
H -6.50 0.15 6.13 0.288
H -6.75 -1.55 5.69 0.261
C 1.60 2.22 -5.23 -0.536
C 2.25 1.96 -6.59 -0.580
C 3.44 2.90 -6.55 -0.498
O 3.83 2.99 -5.18 -0.335
C 2.82 2.41 -4.34 -0.231
H 0.96 1.41 -4.89 0.319
H 1.01 3.14 -5.27 0.282
H 2.59 0.92 -6.65 0.272
H 1.59 2.15 -7.44 0.352
H 3.17 3.90 -6.91 0.278
H 4.29 2.55 -7.13 0.267
H 3.19 1.46 -3.95 0.165
H 2.64 3.08 -3.50 0.231
```

- Net charge: -1
- LUMO energy: 2.4241 eV
- Frontier orbital gap: 8.0 eV
- DFT total energy: -56157.5684 eV